{"formula": "C21H31BHfN6", "method": "wB97M-V/def2-TZVPD", "elements": ["Hf", "C", "C", "C", "C", "C", "N", "N", "B", "N", "N", "C", "C", "C", "C", "C", "N", "N", "C", "C", "C", "C", "C", "H", "H", "H", "H", "H", "H", "H", "H", "H", "H", "H", "H", "H", "H", "H", "H", "H", "H", "H", "H", "H", "H", "C", "C", "C", "C", "C", "C", "H", "H", "H", "H", "H", "H", "H", "H", "H"], "coordinates": [[-0.00854, -0.00014, 0.00824], [3.71193, -0.00084, 0.33711], [3.10066, -0.00029, -1.02330], [3.66496, -0.00005, -2.28094], [2.60675, 0.00017, -3.19574], [2.68661, 0.00035, -4.67941], [1.45711, 0.00013, -2.50973], [1.74931, -0.00014, -1.16094], [-0.00369, 0.00007, -3.04818], [-0.73515, -1.26440, -2.52051], [-0.88864, -1.51680, -1.17433], [-1.56090, -2.68648, -1.03797], [-1.87324, -3.21639, 0.32044], [-1.83606, -3.17876, -2.29890], [-1.30490, -2.26302, -3.20963], [-1.33765, -2.33144, -4.69334], [-0.73524, 1.26449, -2.52036], [-0.88901, 1.51644, -1.17408], [-1.56152, 2.68612, -1.03757], [-1.87409, 3.21534, 0.32115], [-1.83630, 3.17854, -2.29831], [-1.30497, 2.26337, -3.20926], [-1.33736, 2.33194, -4.69304], [4.79636, -0.00018, 0.27050], [3.40630, 0.88587, 0.89534], [3.40735, -0.88876, 0.89398], [4.71383, -0.00001, -2.52519], [3.72974, 0.00041, -4.98366], [2.20298, -0.88164, -5.09934], [2.20303, 0.88250, -5.09908], [0.00238, 0.00018, -4.22910], [-1.48964, -2.54777, 1.09482], [-2.94922, -3.32070, 0.45532], [-1.42849, -4.20078, 0.46140], [-2.35754, -4.08767, -2.54736], [-1.85745, -3.23438, -5.00181], [-1.85845, -1.47134, -5.11433], [-0.32962, -2.35424, -5.10775], [-1.49164, 2.54570, 1.09520], [-1.42846, 4.19921, 0.46296], [-2.95005, 3.32047, 0.45552], [-2.35778, 4.08748, -2.54657], [-1.85706, 3.23500, -5.00136], [-0.32923, 2.35481, -5.10717], [-1.85815, 1.47197, -5.11426], [-0.56854, -1.33998, 5.29413], [0.00782, 0.00005, 4.80527], [1.45833, 0.17050, 5.29033], [-0.86330, 1.16983, 5.29448], [0.00951, 0.00003, 3.35031], [0.01746, 0.00002, 2.12526], [-0.56868, -1.35226, 6.38381], [0.03322, -2.17819, 4.94227], [-1.59413, -1.47558, 4.95010], [1.47310, 0.17304, 6.37999], [1.88124, 1.11194, 4.93926], [2.08745, -0.64829, 4.94070], [-0.86990, 1.17862, 6.38418], [-1.89140, 1.06674, 4.94676], [-0.46958, 2.12517, 4.94681]], "nbo_charge": [2.4971, -0.6645, 0.2577, -0.3116, 0.3138, -0.6651, -0.3184, -0.5724, 0.4849, -0.3271, -0.5621, 0.2591, -0.6554, -0.3138, 0.3053, -0.6626, -0.3241, -0.5659, 0.2589, -0.6554, -0.3152, 0.3122, -0.6648, 0.2672, 0.2441, 0.2440, 0.2648, 0.2599, 0.2484, 0.2484, 0.0209, 0.2198, 0.2661, 0.2661, 0.2648, 0.2599, 0.2479, 0.2478, 0.2198, 0.2660, 0.2661, 0.2647, 0.2599, 0.2478, 0.2479, -0.5824, -0.1959, -0.5819, -0.5825, 0.3290, -0.8663, 0.2377, 0.2193, 0.2189, 0.2376, 0.2192, 0.2190, 0.2377, 0.2192, 0.2189], "energy_ha": -1219.81234, "relative_energy_kcal_mol": 0.5, "charge": 2, "orbital_gap_ev": 8.8, "e_lumo_ha": -0.245, "homo_energy_ev": -15.46}